# 1
{
  "formula": "C14H24I2N3O7P2S",
  "method": "ωB97M-V/def2-TZVPD",
  "symbols": ["C", "C", "O", "C", "O", "C", "C", "C", "C", "C", "O", "C", "C", "I", "C", "C", "I", "P", "N", "O", "C", "O", "C", "N", "P", "O", "N", "O", "S", "H", "H", "H", "H", "H", "H", "H", "H", "H", "H", "H", "H", "H", "H", "H", "H", "H", "H", "H", "H", "H", "H", "H", "H"],
  "positions_angstrom": [[-4.53970, 1.76411, -0.73426], [-4.20196, 3.37802, -0.87433], [-2.75775, 3.66430, -0.94682], [-2.21239, 3.36624, -2.29282], [-2.95507, 3.08277, -3.37744], [-0.56786, 3.41071, -2.53688], [0.06106, 1.86369, -2.61711], [0.53389, 1.49735, -1.08868], [0.14628, -0.01579, -0.58697], [-1.50077, 0.01058, -0.67233], [0.34385, -0.15843, 0.89357], [1.14693, -1.28518, 1.41328], [2.43818, -0.51352, 2.06419], [2.44875, 1.71845, 2.04537], [3.62352, -1.14544, 2.70460], [4.80891, -0.17432, 3.36759], [3.81571, -3.32085, 2.82792], [0.26768, -2.02299, 2.94150], [-1.49896, -1.68117, 2.94273], [0.85714, -1.11301, 4.34924], [1.30261, -2.16256, 0.03988], [2.62420, -2.64514, -0.39130], [2.61991, -4.13681, -0.55225], [2.72894, -5.42808, -0.63603], [-0.00499, -3.57540, -0.06977], [-1.49269, -3.09548, 0.21847], [0.90757, -1.21319, -1.11103], [0.22044, -1.74607, -2.15408], [2.47748, -0.90885, -1.89692], [-3.93469, 1.23594, -1.60887], [-5.68442, 1.52121, -0.73755], [-4.01061, 1.40571, 0.26666], [-4.58617, 3.88496, 0.13320], [-4.82161, 3.89156, -1.74213], [-0.02578, 3.99259, -1.65395], [-0.27375, 3.99234, -3.53280], [1.00591, 1.95410, -3.32799], [-0.67409, 1.09646, -3.10775], [1.70178, 1.73815, -1.03536], [0.03959, 2.26727, -0.32189], [-1.94020, -0.35645, -1.69507], [-1.81943, 1.15761, -0.57937], [-2.00500, -0.51572, 0.27175], [5.25032, 0.59903, 2.60956], [4.24063, 0.45746, 4.20680], [5.63630, -0.78194, 3.93227], [-1.58706, -0.74794, 3.43776], [-1.89518, -2.42125, 3.59548], [0.68873, -0.11806, 4.20003], [0.26069, -4.66475, 0.87977], [-0.04288, -4.22401, -1.37815], [0.32568, -1.14766, -2.97469], [2.51034, -1.63054, -3.10705]],
  "total_charge": 1,
  "gap_ev": 7.1195,
  "e_tot_ha": -2914.26048,
  "lumo_energy_ev": -4.291,
  "fmax_ev_per_a": 11.52,
  "spin_multiplicity": 1
}


# 2
{
  "formula": "C4H6N2OS",
  "method": "ωB97M-V/def2-TZVPD",
  "symbols": ["C", "C", "C", "C", "H", "H", "H", "H", "H", "H", "N", "N", "O", "S"],
  "positions_angstrom": [[-2.01624, 0.23317, 0.02630], [-0.97346, -0.86920, 0.12495], [0.36680, -0.94850, 0.13621], [1.40234, 0.10066, -0.05135], [-2.28269, 2.24616, -0.00394], [-0.58634, 1.67554, 0.19630], [-1.52910, -1.76398, 0.30495], [0.76227, -1.94493, 0.28394], [2.87754, -1.32834, -0.21441], [3.36504, 0.36222, -0.39172], [-1.57233, 1.49338, 0.07066], [2.65335, -0.32620, -0.26027], [1.14634, 1.30382, -0.02468], [-3.61351, -0.23379, -0.19694]],
  "gap_ev": 7.8854,
  "e_tot_ha": -738.96817,
  "lumo_energy_ev": -0.466,
  "fmax_ev_per_a": 1.81,
  "spin_multiplicity": 1
}


# 3
{
  "formula": "H30NeO15",
  "method": "ωB97M-V/def2-TZVPD",
  "symbols": ["Ne", "O", "H", "H", "O", "H", "H", "O", "H", "H", "O", "H", "H", "O", "H", "H", "O", "H", "H", "O", "H", "H", "O", "H", "H", "O", "H", "H", "O", "H", "H", "O", "H", "H", "O", "H", "H", "O", "H", "H", "O", "H", "H", "O", "H", "H"],
  "positions_angstrom": [[0.13641, -0.21893, -0.34884], [-1.75524, -2.06697, 1.85251], [-2.09299, -2.86294, 2.26311], [-0.91047, -1.91778, 2.27717], [2.00743, 3.08496, 2.04297], [1.63182, 3.14016, 1.16428], [2.72522, 3.71818, 2.03734], [0.13634, 1.14218, 3.30562], [0.82211, 1.58431, 2.80515], [0.36722, 1.30062, 4.22095], [2.36587, -2.91243, 1.18382], [1.56802, -3.42651, 1.30782], [2.26789, -2.16978, 1.77973], [0.69668, 3.02897, -3.27919], [0.54779, 2.08346, -3.27071], [-0.08749, 3.39171, -3.69118], [0.76755, 2.53841, -0.56042], [1.02447, 1.61718, -0.60004], [0.90038, 2.86312, -1.45101], [2.17518, -3.21182, -1.66352], [1.98175, -2.75228, -0.84643], [2.73374, -3.94346, -1.40095], [2.74642, 0.53879, 1.09982], [3.54928, 0.40624, 0.59575], [2.81459, 1.43524, 1.42840], [0.78484, -1.56718, 3.21647], [0.52398, -0.65080, 3.30831], [0.67274, -1.93751, 4.09198], [-2.40462, 0.50216, -1.31321], [-2.36905, 0.57937, -2.26663], [-2.13391, -0.39852, -1.13512], [0.29668, 0.24179, -3.51091], [0.53813, 0.14494, -4.43207], [-0.31164, -0.47845, -3.34526], [-3.66786, -0.01239, 1.67065], [-3.74758, 0.01417, 0.71715], [-2.90495, -0.56743, 1.83232], [-2.33608, -2.27321, -0.82642], [-2.15499, -2.17431, 0.10827], [-3.21646, -2.64725, -0.86205], [-0.73833, -2.43262, -3.23620], [-1.36938, -2.23637, -2.54375], [-0.02069, -2.87950, -2.78729], [-1.89835, 4.06674, -0.23611], [-1.23154, 3.41397, -0.44940], [-1.43072, 4.90177, -0.25272]],
  "gap_ev": 10.3753,
  "e_tot_ha": -1275.57573,
  "lumo_energy_ev": -0.022,
  "fmax_ev_per_a": 1.34,
  "spin_multiplicity": 1
}


# 4
{
  "formula": "C4H5NO",
  "method": "ωB97M-V/def2-TZVPD",
  "symbols": ["N", "C", "C", "C", "C", "O", "H", "H", "H", "H", "H"],
  "positions_angstrom": [[-2.06798, -0.47073, -1.28353], [-0.99272, -0.04684, -1.33172], [0.36787, 0.42507, -1.05376], [0.38183, 0.51373, 0.47333], [-0.02212, -0.66416, 1.22714], [1.33135, -0.20648, 1.22673], [0.56332, 1.39130, -1.53054], [1.10287, -0.29733, -1.42635], [0.12955, 1.49620, 0.87022], [-0.60711, -0.54129, 2.13563], [-0.18687, -1.59946, 0.69286]],
  "gap_ev": 11.6990,
  "e_tot_ha": -285.34874,
  "lumo_energy_ev": 0.900,
  "fmax_ev_per_a": 1.13,
  "spin_multiplicity": 1
}


# 5
{
  "formula": "C42H49ClN6O4P2SSbZn",
  "method": "ωB97M-V/def2-TZVPD",
  "symbols": ["Zn", "Cl", "C", "C", "C", "C", "O", "C", "C", "N", "C", "C", "C", "C", "C", "C", "C", "C", "N", "C", "C", "H", "H", "H", "H", "H", "H", "H", "H", "H", "H", "C", "N", "C", "P", "O", "O", "P", "O", "N", "C", "C", "N", "C", "C", "N", "C", "C", "H", "H", "H", "H", "H", "H", "H", "H", "H", "H", "H", "H", "H", "H", "H", "H", "H", "H", "H", "H", "H", "H", "H", "H", "S", "Sb", "C", "C", "C", "C", "C", "C", "C", "C", "C", "C", "C", "C", "C", "C", "C", "C", "C", "C", "H", "H", "H", "H", "H", "H", "H", "H", "H", "H", "H", "H", "H", "H", "H"],
  "positions_angstrom": [[0.22511, 0.14955, -0.09290], [2.81287, 2.18338, 6.81492], [1.92486, 2.07518, 5.33451], [1.25383, 3.18548, 4.84460], [0.55096, 3.09912, 3.65586], [0.53052, 1.91496, 2.94223], [-0.11008, 1.76413, 1.75632], [1.16386, 0.77264, 3.44958], [1.04318, -0.57735, 2.89999], [0.64197, -0.93091, 1.74056], [0.42793, -2.31686, 1.49769], [1.19098, -3.33647, 1.99632], [0.88279, -4.67932, 1.68442], [-0.18367, -4.98438, 0.88922], [-0.99051, -3.95052, 0.35703], [-2.10436, -4.17845, -0.48556], [-2.81403, -3.11770, -0.96782], [-2.40181, -1.81223, -0.62719], [-1.37972, -1.56634, 0.15214], [-0.67868, -2.61415, 0.65629], [1.85670, 0.87531, 4.65927], [1.28337, 4.11720, 5.39254], [0.02850, 3.96477, 3.28016], [1.26878, -1.35672, 3.63153], [2.04878, -3.11945, 2.62011], [1.50622, -5.46803, 2.08375], [-0.42120, -6.01410, 0.65357], [-2.37720, -5.19496, -0.74191], [-3.66821, -3.25685, -1.61505], [-2.91937, -0.94565, -1.02597], [2.33925, -0.00015, 5.07509], [1.86893, 2.52689, -2.86532], [2.54915, 3.19244, -1.76410], [2.57135, 4.64145, -1.91430], [2.47368, 2.58986, -0.20665], [2.00544, 1.13296, -0.29642], [1.70298, 3.49619, 0.69453], [-1.32715, 2.41074, 0.90817], [-1.32143, 1.46158, -0.25756], [-2.64575, 2.22018, 1.86555], [-3.19488, 3.30075, 2.67649], [-2.88617, 0.88761, 2.41454], [-1.27576, 3.95651, 0.43383], [-2.00952, 4.26131, -0.80268], [-0.58080, 5.11031, 0.98716], [4.08610, 2.49830, 0.30983], [4.16901, 2.18696, 1.73462], [4.98169, 3.59002, -0.04469], [2.46874, 2.58585, -3.77952], [0.89768, 2.99739, -3.06709], [1.69196, 1.48079, -2.63339], [3.30216, 4.94015, -2.67145], [2.82231, 5.12417, -0.97305], [1.58840, 5.01346, -2.22813], [-3.01755, 4.26106, 2.19870], [-2.76058, 3.31400, 3.68184], [-4.27240, 3.16132, 2.77261], [-2.52972, 0.12679, 1.72212], [-3.95761, 0.74960, 2.56305], [-2.38376, 0.75496, 3.37977], [-2.53547, 3.38561, -1.17253], [-1.30921, 4.59814, -1.57008], [-2.73456, 5.05493, -0.60826], [0.22214, 4.80976, 1.64645], [-1.28313, 5.78553, 1.48576], [-0.10001, 5.64466, 0.16719], [3.62056, 1.26648, 1.94241], [3.76125, 2.99192, 2.35895], [5.21448, 2.02745, 2.00845], [4.93902, 3.77884, -1.11560], [6.00590, 3.30269, 0.20883], [4.75504, 4.52187, 0.49189], [0.77527, -1.17432, -2.00788], [3.06951, -1.25103, -1.93094], [3.78671, -0.11975, -3.55225], [5.04019, 0.47943, -3.59525], [5.43896, 1.15719, -4.73935], [4.59668, 1.22327, -5.83942], [3.35280, 0.60817, -5.80138], [2.94304, -0.05929, -4.65733], [4.29786, -1.12631, -0.23583], [5.28859, -0.16627, -0.08348], [6.19148, -0.28032, 0.96612], [6.08558, -1.32486, 1.87180], [5.08096, -2.27326, 1.72687], [4.19748, -2.18367, 0.66196], [3.48992, -3.24911, -2.47768], [4.77847, -3.74929, -2.31151], [5.07260, -5.04880, -2.69686], [4.08091, -5.85007, -3.24728], [2.79684, -5.35212, -3.41439], [2.49858, -4.05140, -3.03010], [5.72409, 0.41438, -2.75972], [6.41288, 1.62798, -4.77050], [4.91174, 1.75114, -6.72997], [2.69670, 0.65257, -6.66080], [1.96011, -0.51555, -4.62304], [5.34111, 0.68903, -0.74017], [6.97256, 0.46028, 1.08127], [6.79138, -1.40537, 2.68836], [5.00553, -3.09724, 2.42612], [3.45403, -2.95569, 0.51109], [5.56019, -3.13351, -1.87942], [6.07556, -5.43476, -2.56891], [4.31096, -6.86431, -3.54676], [2.02502, -5.97555, -3.84743], [1.49274, -3.66636, -3.15055]],
  "total_charge": 1,
  "gap_ev": 7.3470,
  "e_tot_ha": -5820.08351,
  "lumo_energy_ev": -3.012,
  "fmax_ev_per_a": 0.48,
  "spin_multiplicity": 1
}